No. 1
An isolated molecule of CHN3O2 in a non-equilibrium geometry. Source: the Open Molecules 2025 dataset; level of theory: ωB97M-V/def2-TZVPD.

Each line ends with the Löwdin charge.
Positions of all 7 atoms, in Å:
O: 2.056 0.018 0.080  0.045
C: 0.780 -0.103 -0.028  -0.387
N: -0.061 -1.121 -0.044  0.050
N: -1.297 -0.852 -0.003  0.133
N: -1.272 0.569 0.046  -0.055
O: -0.083 1.153 -0.113  0.056
H: -2.057 1.071 0.437  0.159

## Properties
**SMILES string**: O=c1nn[nH]o1
**Orbital gap**: 0.3347 Ha
**E**: -353.32333 Eh
**Net charge**: 0
**Energy above the lowest of the compared OMol25 structures with the same formula, charge and spin**: 288.4 kJ/mol

No. 2
A cluster of 4 separate species, C30H49ClFN4O11 in total in a non-equilibrium geometry. Source: the Open Molecules 2025 dataset; level of theory: ωB97M-V/def2-TZVPD.

Each line ends with the Löwdin charge.
Positions of all 96 atoms, in Å:
C: -3.766 3.318 1.829  -0.089
C: -4.112 4.337 0.727  -0.250
C: -3.741 3.853 -0.681  -0.179
C: -2.232 3.902 -0.968  -0.157
N: -1.688 2.642 -1.538  0.085
C: -1.620 1.633 -0.570  -0.171
C: -0.666 1.655 0.401  -0.163
F: 0.198 2.653 0.383  0.148
C: -0.624 0.684 1.370  -0.110
C: 0.409 0.777 2.442  -0.143
C: -0.184 1.144 3.822  -0.167
C: 0.897 1.437 4.895  -0.256
N: 2.191 0.777 4.742  0.008
C: -1.589 -0.304 1.292  -0.453
Cl: -1.600 -1.508 2.523  0.921
C: -2.529 -0.336 0.323  -0.160
C: -3.610 -1.370 0.220  -0.002
C: -3.163 -2.836 0.319  -0.477
O: -3.853 -3.590 0.943  0.132
N: -1.988 -3.293 -0.398  -0.167
C: -1.035 -3.998 0.476  -0.101
C: -2.498 -4.281 -1.382  -0.073
N: -2.509 0.645 -0.589  0.030
O: -3.458 0.668 -1.565  -0.047
C: -2.958 0.242 -2.872  -0.162
C: -1.762 -0.695 -2.838  -0.039
H: -2.757 2.920 1.710  0.048
H: -4.488 2.500 1.754  0.076
H: -3.917 3.776 2.805  0.078
H: -5.201 4.436 0.728  0.108
H: -3.711 5.327 0.954  0.110
H: -4.305 4.475 -1.378  0.113
H: -4.142 2.845 -0.809  0.100
H: -1.719 4.225 -0.054  0.117
H: -2.048 4.679 -1.711  0.116
H: -0.740 2.868 -1.837  0.127
H: 1.083 1.590 2.164  0.124
H: 1.038 -0.112 2.492  0.097
H: -0.753 2.069 3.674  0.111
H: -0.849 0.342 4.127  0.065
H: 0.485 1.084 5.845  0.106
H: 1.083 2.503 5.029  0.109
H: 2.124 -0.216 4.558  0.042
H: 2.745 1.246 4.040  0.064
H: -4.208 -1.280 -0.685  0.138
H: -4.289 -1.200 1.058  0.147
H: -0.270 -3.348 0.898  0.060
H: -0.510 -4.728 -0.141  0.073
H: -1.509 -4.556 1.291  0.095
H: -1.714 -4.603 -2.062  0.092
H: -3.332 -3.814 -1.912  0.092
H: -2.919 -5.168 -0.893  0.097
H: -3.790 -0.276 -3.352  0.127
H: -2.752 1.114 -3.488  0.117
H: -1.567 -0.995 -3.868  0.099
H: -1.908 -1.595 -2.240  0.058
H: -0.869 -0.143 -2.536  0.084
C: 5.291 -0.916 -0.597  -0.016
C: 5.103 -0.798 0.895  -0.319
C: 5.660 -1.954 1.686  -0.073
O: 4.811 -1.954 2.850  0.095
C: 3.634 -1.432 2.484  -0.549
O: 2.639 -1.464 3.150  0.104
O: 3.706 -0.856 1.261  0.081
H: 4.726 -1.762 -0.991  0.092
H: 4.922 -0.022 -1.101  0.085
H: 6.344 -1.044 -0.844  0.096
H: 5.502 0.156 1.252  0.158
H: 6.701 -1.813 1.967  0.147
H: 5.551 -2.915 1.179  0.104
C: -0.015 7.612 -5.251  -0.016
C: -0.233 6.352 -4.450  -0.333
C: 0.868 6.043 -3.464  -0.092
O: 0.796 4.611 -3.369  0.038
C: 0.291 4.160 -4.554  -0.566
O: 0.285 3.020 -4.886  0.160
O: -0.198 5.184 -5.288  0.094
H: 0.854 7.511 -5.901  0.097
H: -0.873 7.808 -5.894  0.090
H: 0.127 8.470 -4.594  0.095
H: -1.209 6.382 -3.956  0.153
H: 0.706 6.502 -2.491  0.139
H: 1.860 6.317 -3.830  0.143
C: 1.449 -7.015 2.241  -0.016
C: 2.276 -6.447 1.113  -0.332
C: 3.083 -7.470 0.351  -0.086
O: 4.188 -6.687 -0.120  0.076
C: 4.361 -5.671 0.754  -0.544
O: 5.310 -4.952 0.775  0.153
O: 3.311 -5.580 1.607  0.092
H: 2.091 -7.426 3.021  0.096
H: 0.847 -6.233 2.704  0.083
H: 0.782 -7.797 1.877  0.094
H: 1.643 -5.863 0.438  0.142
H: 2.538 -7.908 -0.481  0.141
H: 3.469 -8.269 0.988  0.144

## Properties
**Orbital gap**: 0.2726 Ha
**E**: -2779.00307 Eh
**Net charge**: +1
**Energy above the lowest of the compared OMol25 structures with the same formula, charge and spin**: 0.0 kJ/mol

No. 3
A structure of composition C18H24Cl2F2NO30S2Y in a non-equilibrium geometry. Source: the Open Molecules 2025 dataset; level of theory: ωB97M-V/def2-TZVPD.

Each line ends with the Löwdin charge.
Positions of all 80 atoms, in Å:
Y: 0.318 3.833 24.930  1.934
Cl: -2.232 4.250 27.715  0.647
O: -2.062 4.511 29.118  -0.325
O: -3.504 4.695 27.234  -0.306
O: -1.155 4.879 26.986  -0.427
O: -2.133 2.830 27.436  -0.381
Cl: 2.610 6.339 22.308  0.652
O: 3.666 7.014 23.052  -0.368
O: 3.214 5.793 21.105  -0.362
O: 2.041 5.281 23.113  -0.426
O: 1.574 7.267 22.011  -0.316
N: -1.415 8.023 23.597  -0.231
S: -2.644 8.621 24.428  0.488
O: -3.149 7.996 25.614  -0.272
O: -3.527 9.452 23.630  -0.295
F: -1.705 9.756 25.078  -0.222
S: -2.023 6.498 23.439  0.577
O: -3.436 6.277 23.498  -0.249
O: -1.121 5.474 23.976  -0.434
F: -1.755 6.174 21.903  -0.176
C: 1.726 0.122 29.554  -0.095
C: 2.247 1.454 29.984  -0.128
O: 1.741 2.358 29.010  0.108
C: 1.497 1.635 27.901  -0.523
O: 1.169 2.105 26.858  0.097
O: 1.635 0.312 28.127  0.073
H: 0.735 -0.069 29.965  0.143
H: 2.446 -0.676 29.710  0.135
H: 3.343 1.443 29.983  0.133
H: 2.027 1.734 31.013  0.142
C: -0.258 2.163 19.306  -0.086
C: 1.249 2.098 19.518  -0.087
O: 1.309 2.739 20.774  0.086
C: 0.157 2.735 21.417  -0.541
O: -0.011 3.180 22.517  0.085
O: -0.798 2.249 20.635  0.109
H: -0.677 1.326 18.747  0.133
H: -0.613 3.039 18.762  0.142
H: 1.813 2.671 18.786  0.143
H: 1.637 1.077 19.540  0.131
C: 5.746 4.450 25.703  -0.081
C: 5.532 5.317 26.936  -0.066
O: 4.230 4.849 27.328  0.085
C: 3.554 4.425 26.253  -0.531
O: 2.365 4.469 26.165  0.082
O: 4.398 4.282 25.232  0.074
H: 6.163 3.453 25.841  0.130
H: 6.396 4.950 24.987  0.141
H: 5.315 6.360 26.694  0.149
H: 6.323 5.357 27.679  0.138
C: 4.784 0.808 23.095  -0.065
C: 4.878 2.149 22.355  -0.087
O: 3.684 2.818 22.707  0.087
C: 3.007 2.115 23.607  -0.518
O: 2.051 2.501 24.226  0.021
O: 3.535 0.899 23.818  0.088
H: 5.569 0.874 23.844  0.132
H: 4.800 -0.009 22.383  0.133
H: 4.824 2.025 21.270  0.138
H: 5.754 2.753 22.589  0.139
C: -0.536 -1.579 23.545  -0.088
C: 0.677 -1.610 24.522  -0.092
O: 0.497 -0.430 25.273  0.106
C: -0.389 0.338 24.678  -0.555
O: -0.635 1.451 25.060  0.069
O: -0.898 -0.198 23.575  0.108
H: -1.264 -2.353 23.793  0.131
H: -0.212 -1.867 22.545  0.127
H: 1.570 -1.567 23.895  0.124
H: 0.702 -2.546 25.073  0.134
C: -4.803 0.835 24.293  -0.090
C: -5.509 1.971 23.498  -0.070
O: -4.437 2.904 23.289  0.079
C: -3.382 2.625 24.064  -0.543
O: -2.434 3.307 24.264  0.103
O: -3.536 1.406 24.600  0.050
H: -4.539 0.043 23.586  0.120
H: -5.325 0.377 25.126  0.129
H: -6.329 2.410 24.062  0.132
H: -5.726 1.730 22.461  0.129

## Properties
**Orbital gap**: 0.2754 Ha
**E**: -4966.66103 Eh
**Net charge**: 0
**Energy above the lowest of the compared OMol25 structures with the same formula, charge and spin**: 14.8 kJ/mol

No. 4
A cluster of 3 separate species, C30H53FN3O12P2 in total in a non-equilibrium geometry. Source: the Open Molecules 2025 dataset; level of theory: ωB97M-V/def2-TZVPD.

Each line ends with the Löwdin charge.
Positions of all 101 atoms, in Å:
C: 0.884 0.425 8.895  -0.108
C: -0.341 0.958 7.892  -0.165
C: -1.863 0.413 8.163  -0.016
C: -3.161 0.834 7.218  -0.020
C: -2.887 1.854 5.963  -0.175
C: -4.112 2.314 4.921  -0.084
C: -3.476 2.053 3.397  -0.033
N: -3.264 3.175 2.376  0.116
C: -2.637 2.696 1.079  -0.113
N: -2.220 3.427 -0.179  0.151
C: -1.474 4.515 0.291  -0.009
O: -0.787 5.673 0.453  0.070
C: -2.492 1.095 1.464  0.013
C: -1.788 0.220 0.270  -0.120
O: -0.470 0.852 -0.007  -0.182
C: 0.468 0.572 1.130  -0.162
O: 1.812 0.922 0.627  -0.150
C: 1.991 2.378 0.497  -0.168
C: 2.323 3.126 1.922  -0.187
O: 2.204 4.590 1.685  -0.156
N: -3.003 0.709 2.835  0.063
C: -2.978 -0.669 3.457  -0.218
C: -3.344 -1.901 2.438  -0.032
F: -1.684 -0.849 4.188  -0.065
C: -1.353 2.444 5.655  -0.022
C: -0.097 1.988 6.621  -0.011
H: 0.827 -0.764 8.832  0.093
H: 0.704 0.701 10.021  0.089
H: 1.932 0.771 8.477  0.086
H: -2.030 -0.303 9.077  0.097
H: -4.236 0.404 7.426  0.095
H: -5.106 1.699 5.099  0.133
H: -4.257 3.477 5.059  0.130
H: -3.491 4.192 2.494  0.166
H: -1.567 -0.899 0.533  0.120
H: -2.429 0.370 -0.702  0.149
H: 0.234 1.266 2.061  0.136
H: 0.396 -0.571 1.465  0.166
H: 1.089 2.947 0.012  0.123
H: 2.913 2.533 -0.245  0.157
H: 1.579 2.869 2.795  0.117
H: 3.453 2.959 2.268  0.144
H: 2.509 4.822 0.755  0.105
H: -3.827 -0.671 4.296  0.172
H: -2.299 -2.346 2.069  0.102
H: -3.908 -2.794 2.943  0.109
H: -3.881 -1.528 1.445  0.111
H: -1.110 3.146 4.750  0.081
H: 0.982 2.389 6.398  0.093
O: 6.032 -0.855 -3.240  -0.237
P: 6.731 0.493 -2.935  0.731
O: 6.613 0.342 -1.289  -0.241
C: 7.382 -0.650 -0.634  -0.306
C: 8.852 -0.283 -0.608  -0.085
O: 5.374 1.433 -3.151  -0.231
C: 4.297 0.978 -3.954  -0.305
C: 3.262 0.254 -3.106  -0.072
O: 7.511 1.999 -2.595  -0.199
C: 8.802 2.199 -3.143  -0.317
C: 8.927 1.748 -4.586  -0.087
H: 7.232 -1.626 -1.109  0.109
H: 7.009 -0.724 0.391  0.118
H: 9.282 -0.359 -1.611  0.065
H: 9.409 -0.959 0.048  0.082
H: 8.992 0.745 -0.261  0.085
H: 4.659 0.352 -4.776  0.105
H: 3.832 1.858 -4.412  0.114
H: 3.710 -0.519 -2.474  0.075
H: 2.501 -0.211 -3.740  0.077
H: 2.767 0.960 -2.429  0.060
H: 9.543 1.694 -2.520  0.095
H: 9.012 3.272 -3.084  0.125
H: 8.801 0.665 -4.674  0.068
H: 9.912 2.005 -4.983  0.087
H: 8.157 2.217 -5.207  0.088
O: -3.696 -4.554 -4.628  -0.231
P: -4.725 -3.554 -4.046  0.731
O: -3.672 -2.890 -2.952  -0.245
C: -2.594 -2.105 -3.427  -0.305
C: -3.073 -0.765 -3.949  -0.087
O: -5.440 -4.640 -3.006  -0.229
C: -5.371 -6.035 -3.255  -0.304
C: -4.171 -6.648 -2.552  -0.077
O: -5.875 -2.437 -3.395  -0.204
C: -6.513 -1.558 -4.306  -0.320
C: -6.960 -2.233 -5.590  -0.085
H: -2.037 -2.647 -4.200  0.112
H: -1.915 -1.944 -2.585  0.109
H: -3.624 -0.895 -4.885  0.068
H: -2.227 -0.100 -4.147  0.082
H: -3.743 -0.282 -3.230  0.074
H: -5.361 -6.239 -4.331  0.106
H: -6.288 -6.486 -2.860  0.116
H: -3.243 -6.108 -2.764  0.070
H: -4.041 -7.693 -2.850  0.080
H: -4.310 -6.612 -1.465  0.075
H: -5.849 -0.719 -4.527  0.093
H: -7.389 -1.146 -3.794  0.124
H: -6.103 -2.588 -6.169  0.069
H: -7.521 -1.532 -6.214  0.088
H: -7.590 -3.101 -5.372  0.090

## Properties
**Orbital gap**: 0.2588 Ha
**E**: -3023.59949 Eh
**Net charge**: +1

> Which formula does entry 2 have?

C30H49ClFN4O11

> Which of these has the lowest orbital gap?

C30H53FN3O12P2

> Among the records above, which one has the lowest orbital gap?

C30H53FN3O12P2